Model i:
# C5H10OS

A 2-piece molecular cluster, C5H10OS overall (wB97M-V/def2-TZVPD, the OMol25 dataset).

Element x y z (Å)
C 1.05 -0.49 1.06
S 0.27 0.92 0.11
C -1.43 0.41 -0.25
C -2.08 -0.94 0.01
C -2.38 0.13 0.90
H 0.26 -1.21 1.41
H 1.66 -0.95 0.28
H 1.63 -0.04 1.83
H -1.70 0.93 -1.26
H -1.37 -1.81 0.27
H -2.87 -1.44 -0.69
H -3.24 0.64 0.85
H -1.96 0.19 1.89
C 3.04 0.93 -1.61
O 2.68 -0.21 -1.59
H 3.87 1.28 -2.33
H 2.55 1.67 -0.87

Gap between HOMO and LUMO   8.87 eV
Net charge   0
SMILES string   CSC1CC1.C=O



Model ii:
# C5H10OS

An isolated molecule of C5H10OS (wB97M-V/def2-TZVPD, the OMol25 dataset).

Element x y z (Å)
C -0.25 2.38 0.16
O 1.06 1.98 -0.41
C 1.03 0.58 -0.84
C -0.01 -0.35 -0.68
C -1.41 -0.26 -0.04
S 0.26 -2.02 -1.19
C 0.93 -2.42 0.63
H -0.13 1.75 1.11
H -1.16 2.24 -0.52
H -0.17 3.48 0.19
H 1.97 0.67 -1.39
H -2.00 0.45 -0.67
H -1.38 -0.06 1.03
H -1.93 -1.11 -0.09
H 1.69 -1.60 0.72
H 0.05 -2.31 1.32
H 1.44 -3.39 0.66

Gap between HOMO and LUMO   9.44 eV
Net charge   0
SMILES string   CO/C=C(\C)SC



Tell me which of them is the most stable. Sure, it is model i.



Model i:
# C2H9NO

A 2-piece molecular cluster, C2H9NO overall (wB97M-V/def2-TZVPD, the OMol25 dataset).

Element x y z (Å)
C -0.72 -1.40 -0.38
N -0.37 -0.28 0.52
C 1.05 -0.39 0.91
H 0.10 -1.98 -0.81
H -1.51 -2.06 -0.02
H -1.07 -0.93 -1.32
H -0.96 -0.32 1.35
H 1.50 -1.38 0.94
H 1.27 0.15 1.83
H 1.61 0.17 0.16
O 0.06 2.77 -1.09
H -0.44 3.55 -1.31
H -0.53 2.08 -0.80

Gap between HOMO and LUMO   10.12 eV
Net charge   0
SMILES string   CNC.O



Model ii:
# C2H9NO

A 2-piece molecular cluster, C2H9NO overall (wB97M-V/def2-TZVPD, the OMol25 dataset).

Element x y z (Å)
C 1.47 0.48 -0.11
N 1.01 -0.96 0.13
H 1.17 0.94 0.73
H 2.52 0.80 -0.22
H 0.97 0.85 -0.97
H 1.37 -1.36 -0.77
H 1.79 -1.45 0.71
C -1.91 0.38 0.13
O -1.67 -0.98 -0.22
H -3.03 0.74 0.10
H -1.47 0.64 0.97
H -1.58 0.93 -0.79
H -0.65 -1.04 0.33

Gap between HOMO and LUMO   9.63 eV
Net charge   0
SMILES string   CN.CO



Model iii:
# C2H9NO

A 3-piece molecular cluster, C2H9NO overall (wB97M-V/def2-TZVPD, the OMol25 dataset).

Element x y z (Å)
H 3.83 2.96 -2.43
H 4.33 2.48 -2.18
C -0.14 -1.45 -0.46
C -0.24 -0.08 -0.91
O -1.39 -0.85 -0.91
H 0.31 -2.10 -1.19
H -0.13 -1.64 0.64
H 0.18 0.21 -1.89
H -0.10 0.70 -0.13
N -1.94 -0.06 2.40
H -1.62 0.84 2.29
H -1.62 -0.52 3.18
H -1.47 -0.49 1.59

Gap between HOMO and LUMO   11.11 eV
Net charge   0
SMILES string   [H][H].C1CO1.N



Model iv:
# C2H9NO

A 2-piece molecular cluster, C2H9NO overall (wB97M-V/def2-TZVPD, the OMol25 dataset).

Element x y z (Å)
C -0.43 -1.60 -1.41
O -1.45 -1.91 -0.49
C -2.01 -0.82 0.15
H 0.46 -1.35 -0.84
H -0.84 -0.89 -2.13
H -0.23 -2.52 -1.95
H -2.31 -0.06 -0.59
H -1.32 -0.30 0.82
H -2.87 -1.11 0.74
N 3.05 2.61 1.39
H 2.76 3.39 1.97
H 2.58 2.74 0.50
H 2.62 1.81 1.84

Gap between HOMO and LUMO   10.64 eV
Net charge   0
SMILES string   COC.N



Tell me which of them is the most stable. Sure, it is model i.



Model i:
# C2H9NO

A 2-piece molecular cluster, C2H9NO overall (wB97M-V/def2-TZVPD, the OMol25 dataset).

Element x y z (Å)
C -0.33 1.77 -1.08
N -0.96 0.51 -0.72
H -0.25 2.43 -0.21
H 0.73 1.60 -1.28
H -0.85 2.30 -1.89
H -1.87 0.58 -0.28
H -1.03 -0.15 -1.48
C 0.86 -1.80 1.31
O 0.80 -0.40 1.18
H -0.11 -2.29 1.46
H 1.29 -2.31 0.43
H 1.55 -2.03 2.13
H 0.17 -0.22 0.42

Gap between HOMO and LUMO   10.39 eV
Net charge   0
SMILES string   CN.CO



Model ii:
# C2H9NO

A 2-piece molecular cluster, C2H9NO overall (wB97M-V/def2-TZVPD, the OMol25 dataset).

Element x y z (Å)
C 0.06 -0.30 1.39
C -0.42 -1.32 0.35
N -0.71 -0.69 -0.96
H 0.72 0.46 0.97
H 0.74 -0.84 2.06
H -0.80 0.12 1.89
H -1.35 -1.80 0.70
H 0.23 -2.19 0.29
H -0.28 -1.28 -1.66
H -0.35 0.26 -1.00
O 0.61 2.14 -1.39
H 0.27 2.82 -0.80
H 1.29 2.63 -1.83

Gap between HOMO and LUMO   9.32 eV
Net charge   0
SMILES string   CCN.O



Tell me which of them is the most stable. Sure, it is model ii.



Model i:
# C4H8AlO3

C4H8AlO3 as an isolated structure (wB97M-V/def2-TZVPD, the OMol25 dataset).

Element x y z (Å)
O 0.85 -1.64 0.32
Al 0.66 -0.06 1.01
O 0.78 1.04 -0.38
C -0.34 1.84 -0.13
C -0.80 1.84 1.34
O -0.59 0.64 2.03
H -1.19 1.47 -0.75
H -0.14 2.88 -0.44
H -1.88 2.09 1.35
H -0.26 2.67 1.85
C -0.10 -2.31 -0.50
C 1.05 -1.75 -1.22
H -1.09 -1.86 -0.67
H -0.12 -3.39 -0.34
H 1.60 -2.54 -1.74
H 1.57 -0.93 -1.72

Gap between HOMO and LUMO   8.38 eV
Net charge   +1



Model ii:
# C4H8AlO3

C4H8AlO3 as an isolated structure (wB97M-V/def2-TZVPD, the OMol25 dataset).

Element x y z (Å)
C 0.16 -1.74 0.43
H -0.61 -1.79 1.21
H 0.89 -2.48 0.80
H 0.19 -2.22 -0.56
O 1.50 -0.41 1.17
C 2.42 0.16 0.21
H 3.15 0.80 0.76
H 2.91 -0.63 -0.39
O -0.45 2.34 -0.05
C -1.55 1.90 -0.38
C -1.74 0.43 -0.56
O -0.52 -0.20 -0.66
Al 0.84 0.92 -0.40
H -2.44 2.55 -0.35
H -2.35 0.30 -1.49
H -2.38 0.08 0.27

Gap between HOMO and LUMO   8.34 eV
Net charge   +1



Tell me which of them is the most stable. Sure, it is model i.



Model i:
# C4H8NO4

An isolated ion of composition C4H8NO4 and charge -1 (wB97M-V/def2-TZVPD, the OMol25 dataset).

Element x y z (Å)
C -1.24 0.78 -0.63
C -0.37 -0.51 -0.87
N 0.57 -0.84 0.22
C -0.01 -0.74 1.55
O 0.14 0.53 2.19
O 1.49 0.83 2.37
C 0.54 -0.20 -2.15
O 0.79 1.00 -2.40
O 1.02 -1.16 -2.84
H -1.56 1.27 -1.59
H -0.71 1.57 -0.05
H -2.14 0.48 -0.03
H -0.99 -1.41 -1.11
H 1.46 -0.36 0.13
H -1.11 -0.94 1.47
H 0.39 -1.58 2.19
H 1.73 1.28 1.54

Gap between HOMO and LUMO   7.52 eV
Net charge   -1
SMILES string   C[C@H](NCOO)C(=O)[O-]



Model ii:
# C4H8NO4

A 2-piece molecular cluster, C4H8NO4 overall (wB97M-V/def2-TZVPD, the OMol25 dataset).

Element x y z (Å)
C 1.81 -0.80 -0.63
N 0.90 0.08 -1.11
C 1.37 1.50 -1.17
C -0.49 0.04 -0.62
C -0.46 -0.17 1.02
O 0.21 -1.01 1.63
O -1.45 0.48 1.43
O 3.00 -0.60 -0.54
H 1.36 -1.78 -0.58
H 0.47 2.00 -1.53
H 1.50 1.80 -0.08
H 2.21 1.71 -1.76
H -1.06 1.03 -0.75
H -0.94 -0.90 -0.92
H -2.49 -1.38 1.18
H -2.72 -0.68 2.45
O -3.22 -1.33 1.97

Gap between HOMO and LUMO   8.20 eV
Net charge   -1



Model iii:
# C4H8NO4

A 2-piece molecular cluster, C4H8NO4 overall (wB97M-V/def2-TZVPD, the OMol25 dataset).

Element x y z (Å)
C -1.27 0.62 0.01
C -0.15 1.43 -0.65
C -0.98 -0.77 -0.56
C 0.57 -0.76 -0.54
N 0.97 0.49 -0.67
O 2.19 0.95 -0.38
O -1.44 -1.86 0.20
O 1.29 -0.10 1.98
O 1.19 -1.83 -0.37
H -1.11 0.59 1.09
H -2.27 1.00 -0.21
H -0.42 1.72 -1.68
H 0.15 2.31 -0.09
H -1.38 -0.86 -1.58
H -0.61 -2.34 0.42
H 1.51 -1.01 1.75
H 1.76 0.41 1.27

Gap between HOMO and LUMO   7.12 eV
Net charge   -1



Tell me which of them is the most stable. Sure, it is model ii.



Model i:
# C4H7ClS2

An isolated molecule of C4H7ClS2 (wB97M-V/def2-TZVPD, the OMol25 dataset).

Element x y z (Å)
S 1.05 2.30 -0.48
C 0.31 0.90 0.52
C 0.81 -0.52 0.22
S 1.53 -0.63 -1.39
C -0.69 -1.02 0.46
C -1.15 0.49 0.27
Cl -1.81 0.60 -1.42
H 0.38 1.85 -1.58
H 0.39 1.10 1.63
H 1.56 -0.90 0.97
H 1.46 -2.00 -1.39
H -1.15 -1.72 -0.23
H -0.68 -1.40 1.55
H -2.00 0.96 0.87

Gap between HOMO and LUMO   9.54 eV
Net charge   0
SMILES string   S[C@@H]1[C@H](S)C[C@@H]1Cl



Model ii:
# C4H7ClS2

An isolated molecule of C4H7ClS2 (wB97M-V/def2-TZVPD, the OMol25 dataset).

Element x y z (Å)
C 0.17 2.22 -0.88
C -0.29 0.75 -0.73
C -1.61 0.69 0.02
Cl -2.23 -0.98 0.17
C 0.82 -0.09 -0.11
S 1.64 -1.20 -0.96
S 1.27 0.18 1.55
H 0.27 2.69 0.08
H 1.11 2.28 -1.41
H -0.61 2.77 -1.44
H -0.45 0.33 -1.73
H -1.59 1.11 1.01
H -2.35 1.27 -0.55
H 0.39 1.13 1.87

Gap between HOMO and LUMO   8.62 eV
Net charge   0
SMILES string   C[C@H](CCl)C(=S)S



Tell me which of them is the most stable. Sure, it is model ii.



Model i:
# C7H12N3O

A 2-piece molecular cluster, C7H12N3O overall (wB97M-V/def2-TZVPD, the OMol25 dataset).

Element x y z (Å)
C 1.73 -1.70 0.08
N 2.47 -2.62 -0.54
N 2.16 -0.44 0.15
N 0.56 -2.04 0.63
H 2.14 -3.59 -0.59
H 3.36 -2.36 -0.96
H 3.05 -0.18 -0.27
H 1.59 0.27 0.62
H -0.01 -1.33 1.10
H 0.23 -3.01 0.57
O 0.35 0.03 1.29
C -2.40 2.08 -1.07
C -1.58 1.09 -1.61
C -2.31 2.39 0.28
C -0.66 0.42 -0.81
C -1.39 1.71 1.09
C -0.57 0.73 0.55
H 0.31 0.36 2.22
H -3.12 2.61 -1.71
H -1.64 0.84 -2.68
H -2.95 3.16 0.72
H 0.00 -0.36 -1.22
H -1.32 1.96 2.16

Gap between HOMO and LUMO   9.74 eV
Net charge   +1



Model ii:
# C7H12N3O

An isolated ion of composition C7H12N3O and charge +1 (wB97M-V/def2-TZVPD, the OMol25 dataset).

Element x y z (Å)
C -1.50 1.16 -0.94
C -0.54 -0.01 -0.75
C -1.23 -1.35 -0.43
C -1.22 -1.44 1.10
N -0.17 -0.52 1.47
C 0.27 0.23 0.50
N 1.06 1.28 0.60
C 2.28 1.50 0.42
C 3.25 0.40 0.11
N 2.49 -0.81 -0.15
O 3.01 -1.71 -0.74
H -2.08 1.35 -0.04
H -2.19 0.94 -1.75
H -0.95 2.06 -1.19
H 0.10 -0.09 -1.63
H -0.66 -2.17 -0.86
H -2.24 -1.39 -0.84
H -2.17 -1.13 1.54
H -0.98 -2.44 1.46
H 0.17 -0.47 2.43
H 2.64 2.52 0.49
H 3.87 0.22 1.00
H 3.94 0.67 -0.70

Gap between HOMO and LUMO (spin up / spin down)   9.05 / 9.05 eV
Net charge   +1
SMILES string   C[C@@H]1CC[NH+]=C1/N=C\CN=O



Model iii:
# C7H12N3O

A 2-piece molecular cluster, C7H12N3O overall (wB97M-V/def2-TZVPD, the OMol25 dataset).

Element x y z (Å)
C -2.90 2.45 -0.25
C -1.71 2.00 0.29
C 1.36 0.83 -0.60
C 0.02 -2.44 0.72
C 2.55 -0.71 0.91
C 0.37 -1.43 -0.36
C 1.21 -0.19 0.23
N -2.84 2.11 -1.55
N -1.74 1.51 -1.78
N -1.04 1.39 -0.67
O 1.63 1.62 -1.37
H -3.78 3.01 0.15
H -1.30 2.08 1.38
H 0.89 -2.80 1.27
H -0.61 -1.86 1.46
H -0.55 -3.34 0.45
H 3.28 0.10 1.13
H 2.20 -1.39 1.70
H 3.18 -1.32 0.23
H -0.63 -1.33 -0.88
H 0.97 -2.03 -0.98
H 0.70 0.32 1.22
H -1.24 1.42 -2.71

Gap between HOMO and LUMO   9.54 eV
Net charge   +1



Tell me which of them is the most stable. Sure, it is model i.



Model i:
# C4H5BrO2

A 2-piece molecular cluster, C4H5BrO2 overall (wB97M-V/def2-TZVPD, the OMol25 dataset).

Element x y z (Å)
C -1.01 0.41 -0.93
C -0.36 -1.69 0.74
C 1.25 0.66 -0.03
C -0.17 0.66 0.17
O -0.53 0.09 -2.03
O 0.69 -2.16 0.60
Br -1.11 1.52 1.49
H -2.13 0.23 -0.75
H -1.45 -1.83 0.90
H 1.62 1.33 0.70
H 1.38 1.10 -0.99
H 1.82 -0.32 0.14

Gap between HOMO and LUMO (spin up / spin down)   7.56 / 7.56 eV
Net charge   0



Model ii:
# C4H5BrO2

An isolated molecule of C4H5BrO2 (wB97M-V/def2-TZVPD, the OMol25 dataset).

Element x y z (Å)
C 0.37 0.02 -1.93
C -0.09 0.60 -0.57
O -0.76 1.60 -0.55
C 0.36 -0.10 0.63
O 0.47 0.60 1.88
C -0.66 -0.13 1.76
Br -0.83 -1.59 2.96
H -0.08 -0.92 -1.99
H 1.54 -0.09 -1.87
H 0.30 0.62 -2.80
H 1.13 -0.95 0.71
H -1.74 0.33 1.76

Gap between HOMO and LUMO   10.57 eV
Net charge   0
SMILES string   CC(=O)[C@H]1O[C@@H]1Br



Model iii:
# C4H5BrO2

A 2-piece molecular cluster, C4H5BrO2 overall (wB97M-V/def2-TZVPD, the OMol25 dataset).

Element x y z (Å)
C 0.82 -1.06 0.20
C -0.73 1.61 1.28
C -0.64 0.68 0.20
C 0.94 -1.25 -1.23
O 1.19 -1.40 1.25
O -0.17 1.94 0.03
Br -2.20 -0.01 -0.76
H -1.70 2.02 1.64
H -0.13 1.50 2.24
H 0.69 -0.42 -1.76
H 0.18 -1.82 -1.50
H 1.75 -1.80 -1.59

Gap between HOMO and LUMO   8.87 eV
Net charge   0



Tell me which of them is the most stable. Sure, it is model ii.